C6H7N | the ωB97M-V functional and the def2-TZVPD basis

Atoms and positions in Å:
N  -0.95324  1.92791  -1.69052
C  -0.49877  1.56339  -0.68814
C  -0.12389  0.83388  0.52135
C  1.27299  0.15142  0.36969
C  0.92034  -1.18379  -0.25972
C  -0.40685  -1.24808  -0.47992
C  -1.14184  -0.33472  0.47776
H  -0.17430  1.47148  1.40419
H  1.85900  0.69124  -0.39726
H  1.86308  0.18603  1.28627
H  1.71160  -1.82806  -0.63944
H  -0.87627  -1.48282  -1.42717
H  -2.09067  -0.02690  0.04067
H  -1.36118  -0.72098  1.48221

Force components x, y, z for each atom (eV/Å):
0.730 -0.065 1.096
-0.492 0.644 -1.311
0.051 -0.080 0.251
-0.050 0.120 -0.023
-0.283 0.300 -0.264
0.708 0.267 0.257
-0.155 0.513 -0.297
-0.108 0.015 -0.086
-0.102 -0.192 0.388
-0.109 -0.208 0.136
-0.340 0.268 -0.437
-0.145 -1.437 0.417
-0.037 0.179 0.212
0.331 -0.324 -0.338

Summary:
Net charge   0
Multiplicity   1
LUMO   0.753 eV
Energy relative to the best compared isomer or geometry (same formula, charge and spin)   1.954 eV
E   -7823.6928 eV
Strongest force on any atom   1.541 eV Å⁻¹